ORCA calculation (ωB97M-V/def2-TZVPD) on the ion C8H7N4O with charge +1.

The geometry in XYZ format:
```
20
Properties=species:S:1:pos:R:3:lowdin_charge:R:1
C -2.858 -1.278 -0.029 -0.0461
C -1.487 -1.529 0.166 0.0624
N -0.657 -0.477 0.093 0.0837
C -1.092 0.798 -0.025 -0.1791
C -2.466 0.988 -0.098 0.0162
N -3.304 -0.030 -0.085 0.1163
O -0.366 1.909 -0.023 0.0624
C 1.069 1.910 0.139 -0.0607
C 1.667 0.599 -0.011 -0.0691
N 2.815 -0.005 -0.109 0.1066
C 2.701 -1.344 -0.121 -0.1170
N 1.424 -1.765 -0.087 0.1532
C 0.684 -0.699 0.076 -0.1708
H -3.718 -1.900 0.001 0.1198
H -1.223 -2.573 0.281 0.1531
H -2.957 1.896 -0.213 0.1259
H 1.197 2.246 1.122 0.1242
H 1.252 2.697 -0.680 0.1816
H 3.703 0.468 -0.294 0.1996
H 3.617 -1.912 -0.102 0.1376
```

**Energy relative to the best compared isomer or geometry (same formula, charge and spin)**: 0.000 eV
**Charge**: +1
**Kohn-Sham gap**: 7.45 eV
**Calculated total energy**: -16407.997 eV
**E_LUMO**: -4.8 eV
**Structure (SMILES)**: c1c[n+]2c(cn1)OCc1[nH]cnc1-2